Computed, not measured: a cluster of 4 separate species, C34H72N4O8S in total in a non-equilibrium geometry, with ωB97M-V with the def2-TZVPD basis set.

Each line ends with the Löwdin charge.
CARTESIAN COORDINATES (ANGSTROEM)
S: 2.531 2.222 -0.627  0.84
O: 5.604 0.215 -7.769  -0.21
O: -4.330 -5.375 3.380  -0.21
O: 1.522 1.531 3.005  -0.03
O: 1.501 4.712 -4.591  -0.19
O: 3.402 1.362 1.687  -0.09
O: -2.606 4.569 0.640  -0.06
O: 3.605 2.698 3.863  0.02
O: -0.136 4.409 0.281  -0.16
N: 7.827 -1.359 -6.824  0.03
N: -6.164 -7.137 2.021  0.03
N: 2.885 -0.467 0.346  0.05
N: 3.724 3.138 -3.645  0.04
C: -5.604 0.548 2.355  -0.22
C: -4.516 1.876 4.529  -0.22
C: 7.714 -1.715 -9.234  -0.08
C: -1.414 5.131 0.385  -0.14
C: 5.580 -1.210 -7.895  -0.20
C: 2.873 2.624 -4.729  -0.42
C: 5.857 0.906 -8.983  -0.10
C: -4.597 -8.573 3.218  -0.08
C: 4.851 -0.303 -1.330  -0.06
C: 1.477 3.287 -4.716  -0.19
C: -2.925 -1.065 2.811  -0.22
C: -4.357 -1.832 3.023  -0.20
C: -2.882 1.981 8.286  -0.16
C: 1.022 0.990 1.721  -0.28
C: -0.393 -0.653 3.441  -0.19
C: -2.147 2.247 5.631  -0.22
C: -3.066 2.605 4.280  -0.21
C: 0.126 3.601 1.510  -0.16
C: -2.711 2.992 6.997  -0.25
C: 2.145 -0.895 -2.192  -0.05
C: 0.114 -0.402 1.901  -0.12
C: -5.544 1.914 3.257  -0.21
C: -4.745 -7.507 2.136  -0.43
C: -0.155 2.023 1.135  -0.10
C: 6.976 -1.873 -7.908  -0.43
C: -5.657 -0.852 3.204  -0.21
C: 2.351 0.899 0.720  -0.56
C: -4.016 -5.774 4.705  -0.11
C: 2.948 1.952 2.965  -0.22
C: -1.641 -1.760 3.556  -0.19
C: -3.853 -6.265 2.366  -0.20
C: 3.242 -0.540 -0.980  -0.28
C: 1.754 5.403 -5.804  -0.11
C: 3.612 2.782 -6.056  -0.07
H: 6.931 1.036 -9.120  0.07
H: -2.228 1.077 5.855  0.10
H: 0.742 -1.369 1.597  0.12
H: 1.315 4.896 -6.669  0.09
H: -6.394 -6.557 2.834  0.07
H: -1.298 -2.785 3.108  0.11
H: -4.286 -2.477 4.025  0.11
H: 5.108 -0.723 -2.398  0.08
H: -6.626 2.099 3.678  0.11
H: 5.043 -1.574 -7.010  0.12
H: -3.542 -8.747 3.458  0.08
H: -3.991 1.975 8.727  0.08
H: 1.311 6.400 -5.727  0.09
H: -1.385 6.304 0.170  0.17
H: -3.848 -5.679 1.439  0.12
H: 2.829 5.533 -5.942  0.07
H: 4.447 2.073 -6.112  0.07
H: -3.750 3.526 6.852  0.10
H: 7.372 -1.555 -5.932  0.07
H: 2.948 2.577 -6.903  0.08
H: -0.284 1.949 -0.031  0.12
H: -2.811 -6.547 2.558  0.12
H: -0.741 -0.316 1.104  0.10
H: -4.582 -2.637 2.171  0.12
H: -5.313 2.852 2.555  0.12
H: 3.269 2.942 -2.753  -0.05
H: 5.414 1.903 -8.905  0.08
H: -5.119 -8.316 4.142  0.06
H: 0.940 2.923 -3.831  0.12
H: 0.879 2.985 -5.585  0.12
H: -3.121 3.787 4.252  0.12
H: 8.550 -2.424 -9.290  0.08
H: 5.511 -0.841 -0.499  0.10
H: 5.131 0.852 -1.275  0.10
H: 2.651 3.475 0.023  -0.04
H: -4.297 0.816 4.972  0.10
H: -4.432 -7.963 1.189  0.13
H: -3.989 -4.879 5.332  0.08
H: -1.865 3.773 7.311  0.11
H: 3.707 4.161 -3.704  0.08
H: -1.008 2.491 5.436  0.11
H: -6.602 -1.474 2.825  0.11
H: 8.139 -0.718 -9.367  0.06
H: -6.629 0.602 1.745  0.11
H: 6.829 -2.948 -7.747  0.13
H: -4.803 -6.422 5.095  0.07
H: -1.225 1.765 1.592  0.11
H: -5.019 -9.525 2.872  0.08
H: 1.072 -0.619 -1.791  0.09
H: -1.901 -1.863 4.714  0.12
H: 7.809 -0.336 -6.883  0.07
H: -0.838 0.363 3.838  0.09
H: -0.573 3.977 2.399  0.15
H: 0.536 -0.995 4.103  0.13
H: -2.204 2.334 9.203  0.08
H: 7.051 -1.920 -10.081  0.08
H: 4.982 -1.512 -8.763  0.12
H: -6.271 -6.498 1.233  0.07
H: -2.458 2.202 3.364  0.07
H: 4.036 3.779 -6.188  0.07
H: 2.234 -2.027 -2.532  0.10
H: -2.936 0.065 3.113  0.08
H: -4.756 0.615 1.550  0.11
H: 1.246 3.833 1.803  0.13
H: -5.876 -0.563 4.326  0.11
H: -3.044 -6.271 4.769  0.09
H: 2.726 1.549 -4.568  0.11
H: -5.045 2.491 5.405  0.11
H: -2.584 0.869 8.080  0.06
H: 2.421 -0.141 -3.071  0.07
H: -2.710 -1.083 1.637  0.11
H: 5.418 0.399 -9.847  0.09

Calculated values
HOMO level: -8.7 eV
Lowest unoccupied orbital energy: -1.0 eV
F_max: 9.584 eV/A
Structure (SMILES): CCCCCCCCCCCCC[C@@]1(CCOC=O)OC(=O)O[C@@]1(S)N=C(C)C.COC[C@@H](C)N.COC[C@@H](C)N.COC[C@@H](C)N
E: -69585.1522 eV
Energy above the lowest of the compared OMol25 structures with the same formula, charge and spin: 12.706 eV

***

Computed, not measured: a structure of composition C34H73BrCsF3KN2O9P2S in a non-equilibrium geometry, with ωB97M-V with the def2-TZVPD basis set.

Each line ends with the Löwdin charge.
CARTESIAN COORDINATES (ANGSTROEM)
Cs: 8.363 -2.738 6.419  0.75
Br: 6.678 -2.306 4.428  -0.41
K: 2.813 6.396 0.065  0.75
S: 2.130 4.885 -1.926  0.31
P: 1.357 4.409 -0.200  0.45
P: -2.961 -3.325 -5.336  0.51
F: 2.382 -0.271 3.798  -0.46
F: 0.766 -1.295 -0.748  -0.02
F: 4.221 0.841 4.384  -0.11
O: -3.307 -1.934 -4.974  -0.22
O: -3.630 -2.882 2.157  -0.19
O: -3.043 -4.836 -4.863  -0.19
O: -3.757 5.428 4.762  -0.05
O: -3.841 -3.566 -6.690  -0.22
O: 3.405 3.343 1.658  -0.10
O: -1.453 -3.294 -5.953  -0.19
O: 2.637 0.631 -2.702  0.11
O: 3.093 -0.803 6.133  -0.13
N: 1.316 1.755 -4.210  -0.10
N: 1.631 2.778 0.205  -0.07
C: 0.808 -0.590 0.469  -0.29
C: -4.416 0.808 1.421  -0.20
C: -3.532 1.925 0.841  -0.20
C: 1.371 1.708 -0.500  -0.10
C: 1.666 1.317 -2.951  -0.44
C: 1.858 0.532 0.227  -0.10
C: 4.677 5.113 2.626  -0.04
C: -2.636 -2.498 1.236  -0.24
C: 4.879 0.030 3.426  -0.26
C: 0.155 3.437 2.708  -0.19
C: 2.264 2.520 1.511  -0.39
C: 3.402 4.274 2.747  -0.23
C: 2.820 1.057 1.331  -0.15
C: 5.177 1.001 2.305  -0.15
C: -0.153 1.872 -4.391  -0.04
C: -0.962 2.922 3.637  -0.16
C: -2.798 -1.051 0.780  -0.16
C: 0.713 1.722 -1.805  -0.03
C: -4.818 -1.752 -7.962  -0.08
C: -3.558 -4.278 2.374  -0.10
C: -2.688 -5.922 -5.749  -0.24
C: 1.178 -1.549 1.551  -0.01
C: 1.826 0.825 -5.234  -0.03
C: 0.031 -3.383 -4.010  -0.06
C: -0.442 -2.606 -5.227  -0.29
C: 1.284 2.393 2.670  -0.08
C: -5.049 -2.834 -6.929  -0.28
C: -4.255 -0.556 0.751  -0.18
C: -1.933 2.028 2.835  -0.19
C: -1.346 -6.516 -5.383  -0.07
C: -2.845 2.814 1.895  -0.21
C: 4.293 0.871 1.062  -0.13
C: 1.594 -2.664 5.757  -0.10
C: 2.047 -1.568 6.706  -0.33
H: -3.603 5.738 3.865  0.03
H: -1.669 -2.571 1.749  0.11
H: -3.953 4.491 4.656  0.02
H: 4.173 -0.720 3.103  0.09
H: 1.207 -0.905 6.955  0.10
H: -2.280 3.551 1.323  0.09
H: -4.353 -4.562 3.052  0.09
H: -5.452 1.103 1.271  0.11
H: 5.379 4.622 1.959  0.09
H: -2.226 -0.410 1.442  0.08
H: -1.302 1.385 2.220  0.09
H: 2.536 4.939 2.739  0.09
H: 1.233 -2.235 4.820  0.04
H: -0.494 2.868 -4.127  0.09
H: 0.953 -1.117 2.522  0.07
H: 4.468 6.090 2.185  0.04
H: 3.481 3.722 3.677  0.14
H: 0.222 2.668 -2.001  0.08
H: -2.703 -5.616 -6.790  0.11
H: 2.508 0.040 -0.511  0.16
H: 6.202 0.866 1.955  0.12
H: -2.746 1.560 0.174  0.10
H: -2.409 -0.988 -0.234  0.11
H: -4.941 -1.247 1.226  0.11
H: -0.562 2.392 4.494  0.13
H: -5.437 -2.411 -6.004  0.10
H: 1.676 1.305 -6.197  0.09
H: 4.734 1.553 0.330  0.12
H: 2.767 -0.417 5.305  -0.01
H: -2.536 1.460 3.532  0.12
H: -4.578 -0.459 -0.284  0.11
H: -5.699 -1.118 -8.065  0.08
H: -0.802 -1.615 -4.929  0.09
H: 0.795 -3.264 6.202  0.06
H: 1.792 2.318 3.624  0.14
H: 0.747 -2.796 -3.432  0.07
H: 2.430 -1.997 7.633  0.10
H: 0.514 -4.313 -4.308  0.07
H: 4.396 -0.132 0.649  0.13
H: -0.088 0.978 -1.761  0.15
H: 2.689 0.676 2.367  0.10
H: -4.285 0.740 2.498  0.11
H: 0.392 -2.454 -5.914  0.12
H: 2.255 -1.687 1.566  0.10
H: -4.178 2.551 0.229  0.11
H: 2.430 -3.318 5.507  0.07
H: -0.723 1.094 -3.890  0.10
H: -3.965 -1.129 -7.694  0.07
H: -2.581 -4.520 2.794  0.09
H: 0.791 1.432 2.544  0.12
H: -3.468 -6.672 -5.617  0.12
H: 5.153 5.244 3.587  0.09
H: -0.167 -0.119 0.604  0.12
H: -3.656 3.308 2.428  0.11
H: -1.230 -7.494 -5.850  0.08
H: -5.786 -3.549 -7.296  0.12
H: -0.531 -5.884 -5.734  0.06
H: 1.967 5.241 0.760  -0.16
H: -0.807 -3.648 -3.360  0.08
H: -0.017 4.665 -0.274  0.03
H: -0.367 1.772 -5.447  0.09
H: -0.319 3.527 1.731  0.06
H: 0.715 -2.516 1.398  0.09
H: 1.233 -0.086 -5.272  0.08
H: -2.557 -3.197 0.401  0.12
H: 0.513 4.384 3.108  0.10
H: -4.596 -2.196 -8.933  0.08
H: -1.534 3.790 3.961  0.10
H: -1.244 -6.618 -4.303  0.08
H: 2.883 0.623 -5.159  0.09
H: 5.760 -0.472 3.879  -0.10
H: -3.705 -4.832 1.446  0.09
H: 5.142 1.976 2.782  0.10

Calculated values
HOMO level: -8.8 eV
Lowest unoccupied orbital energy: -4.1 eV
F_max: 9.620 eV/A
E: -182320.4225 eV
Net charge: +1
Energy above the lowest of the compared OMol25 structures with the same formula, charge and spin: 0.000 eV